12 unconnected molecules or ions with the total composition C54H144N12O15 at a distorted geometry. Source: OMol25; level of theory: wB97M-V/def2-TZVPD.

```
225
Properties=species:S:1:pos:R:3:forces:R:3
C 3.644648 -1.495401 -7.275709 -1.0715 0.3522 -0.3429
O 4.193798 -2.126821 -6.158739 0.4313 -0.3548 1.3275
C 3.316348 -2.098401 -4.996879 0.3935 0.8165 0.1479
C 4.114818 -2.055731 -3.645859 0.4491 -0.6009 -1.1557
C 4.845088 -3.317761 -3.361849 0.1977 -2.6527 0.9694
N 3.292938 -1.652891 -2.497669 -0.5783 0.8648 -1.2437
H 3.252308 -0.541511 -6.923209 -0.1340 0.3002 -0.6020
H 2.868728 -2.074731 -7.776139 -0.8261 -0.3125 0.5673
H 4.269418 -1.375191 -8.160759 1.1560 0.2181 0.7581
H 2.767688 -1.161031 -4.905149 -0.2378 0.3206 -0.7265
H 2.581268 -2.889251 -5.146239 -0.0056 -0.3493 0.5339
H 4.930308 -1.374591 -3.888979 -0.4030 0.9020 0.3353
H 5.932018 -3.263471 -3.300699 -0.0566 0.1039 -0.2308
H 4.548578 -4.206311 -3.919209 0.3213 0.3317 -1.0483
H 4.498918 -3.737911 -2.417519 0.2637 0.4263 0.6711
H 2.504378 -2.281961 -2.447099 -0.1539 -0.1089 0.1891
H 3.765678 -1.694271 -1.606099 0.2261 -0.1171 -0.1069
C 0.443168 -4.849471 -7.824119 -0.5373 1.7256 0.1084
O -0.315212 -4.778131 -6.562659 0.2863 0.4342 -1.9080
C -1.677662 -4.294221 -6.740709 -0.3619 -1.4976 1.4136
C -2.186662 -3.931261 -5.322559 -1.0217 1.4207 0.1535
C -2.408502 -5.067731 -4.345079 1.6481 -0.4227 -1.3986
N -3.515572 -3.221791 -5.386369 0.6267 -0.7686 -1.0344
H 0.813698 -3.856811 -8.079889 0.1156 0.5100 0.4518
H -0.158362 -5.015791 -8.717769 -0.4331 -0.9239 0.3014
H 1.360978 -5.437291 -7.837939 -0.5526 -0.6300 0.7347
H -1.930992 -3.484101 -7.424559 1.1154 0.5093 -0.1226
H -2.247242 -5.132211 -7.142509 -0.2528 -0.2579 0.0399
H -1.430682 -3.259371 -4.916169 0.2427 0.1667 0.0575
H -1.426972 -5.490501 -4.130659 -0.0698 0.4178 0.6302
H -2.810692 -5.879101 -4.951729 -1.1196 -0.0679 0.6479
H -2.910952 -4.697291 -3.451539 -0.1595 -0.5619 -0.2249
H -3.769212 -2.718701 -4.548119 0.3208 -0.0353 0.0572
H -3.571772 -2.604971 -6.184169 0.0192 0.2483 0.0990
C -4.873062 2.658709 -4.038379 0.7582 0.9694 0.1410
O -3.678472 2.396499 -3.328599 0.5472 0.6168 1.3397
C -3.065922 3.474819 -2.594219 1.3557 -1.3713 0.7870
C -3.769232 3.964839 -1.371479 -1.5633 1.0519 1.9007
C -3.044212 4.855629 -0.403529 1.8072 1.2304 -0.8490
N -4.349442 2.991139 -0.463479 -0.8297 -1.4398 -1.7425
H -5.679822 3.112399 -3.462689 -0.0681 -0.3364 0.5004
H -5.172362 1.694479 -4.449199 -0.0797 0.3990 -0.3222
H -4.568392 3.440679 -4.733929 -0.5617 -0.2751 -0.9439
H -2.120112 3.056069 -2.250419 0.1611 -0.4646 -0.1615
H -2.729792 4.378779 -3.102109 -0.5398 -0.0157 -1.0411
H -4.507312 4.662159 -1.767819 -0.8836 -0.1475 -0.0077
H -3.778182 5.321869 0.253741 0.0727 0.3630 -0.2581
H -2.463822 5.558829 -1.000819 -0.1412 0.8962 0.3200
H -2.295242 4.420889 0.258401 -0.0606 -0.7543 -0.1783
H -3.950862 2.114239 -0.767269 -0.3185 -0.5471 0.7742
H -4.237152 3.193099 0.519721 0.3505 -0.2270 -0.2893
C -2.289352 4.478049 8.464441 0.6544 -0.0166 1.3773
O -1.387112 4.444989 7.421611 1.4247 1.7061 -1.1685
C -0.486862 5.618139 7.391141 -0.4716 -1.0710 -2.1416
C -0.350492 5.913669 5.881251 -0.1604 0.1401 -0.3050
C 0.388138 4.840699 5.095521 -0.4509 -0.4642 0.9239
N 0.264818 7.183919 5.661101 0.0358 1.3891 1.2187
H -1.702892 4.081279 9.293141 -0.7687 -0.4778 0.7887
H -3.186922 3.904779 8.232381 0.1653 -0.0681 0.0495
H -2.542332 5.490389 8.779511 -0.3906 0.2151 -0.2829
H -0.909282 6.509819 7.854361 -0.1658 -0.2314 0.2606
H 0.526478 5.420999 7.740951 -0.1097 -0.4015 0.7065
H -1.395092 5.968289 5.574801 -0.0633 0.0642 -0.3875
H -0.183312 3.925499 5.250291 0.3635 -0.4111 -0.4315
H 1.383058 4.740219 5.529271 0.1417 -0.2473 0.0314
H 0.529678 5.091179 4.044181 -0.3498 -0.0131 0.0417
H 1.157748 7.249659 6.128471 0.1671 0.0694 -0.2874
H 0.278058 7.467979 4.691961 0.1567 -0.2994 0.3898
C 0.045098 2.147679 -0.608009 0.0607 1.5416 0.7200
O 0.543898 0.898959 -0.270089 -0.5773 -1.2042 -0.2955
C -0.175872 -0.130811 -0.988319 1.0424 0.2205 -0.6287
C 0.065178 -1.563711 -0.526159 -1.7560 -0.7124 -0.0311
C -0.592742 -2.587661 -1.517129 1.0199 0.1531 1.4509
N -0.595712 -1.752301 0.801461 1.9055 -0.2324 -0.7960
H -1.026392 2.280519 -0.458459 -0.3329 -0.4670 0.1181
H 0.252958 2.554499 -1.597649 0.2512 -0.6642 -0.6834
H 0.505788 2.889439 0.044411 0.1625 -0.1101 0.3155
H -1.246272 0.064349 -0.923199 -0.2104 0.0781 0.0843
H 0.111238 -0.030681 -2.035039 0.0128 -0.0086 -0.3597
H 1.103358 -1.864391 -0.385199 0.1917 0.4694 -0.2257
H -1.676012 -2.466821 -1.521119 0.0205 0.2454 -0.6193
H -0.427882 -3.541151 -1.015369 -0.0419 -0.1991 -0.0430
H -0.063632 -2.660401 -2.467309 -0.5037 0.3399 -0.3110
H -1.459962 -1.231781 0.848711 0.4117 -0.0672 -0.1472
H 0.050988 -1.165821 1.309311 -0.2156 0.0797 1.1361
C 2.181378 -7.442521 0.234121 0.5358 -0.4893 -0.5297
O 2.316748 -7.059321 -1.122179 -0.6082 0.5558 -0.2263
C 1.217508 -7.447541 -1.981559 2.3203 0.0221 -0.2137
C 1.642238 -7.099221 -3.494539 -0.3567 1.4070 0.8002
C 2.122668 -5.656851 -3.823499 1.8327 -0.7266 3.5448
N 0.496388 -7.211811 -4.316199 -2.3989 -1.1734 -1.2818
H 3.136868 -7.204161 0.701371 -0.2380 0.3833 0.1869
H 2.101058 -8.524931 0.334351 -0.2202 -0.3517 -0.1616
H 1.326168 -7.011011 0.754231 -0.0099 0.3875 -0.0539
H 1.180198 -8.525851 -1.826719 -0.4399 -0.3218 -0.6650
H 0.274398 -7.053351 -1.603079 -0.1556 0.5602 -0.3942
H 2.396068 -7.822641 -3.805169 0.0708 -0.0273 0.1754
H 1.369708 -4.917291 -3.551099 -0.3929 0.0059 -1.0354
H 2.728948 -5.574241 -4.725549 -0.7846 0.1029 -0.2876
H 2.823388 -5.457291 -3.012779 0.6974 0.3069 0.0156
H 0.633598 -6.670361 -5.157689 0.4965 -0.4423 -0.6969
H -0.227202 -6.600821 -3.965179 -0.2174 -0.4041 0.8188
C -1.635162 6.547209 2.634171 -0.6442 -0.7503 -1.3770
O -0.518232 7.219709 3.076511 1.2593 1.6303 0.7474
C 0.002728 8.279989 2.234811 0.0319 -1.4538 -0.7967
C 1.410248 7.911059 1.738271 1.3858 -0.1290 0.2717
C 2.472348 7.740639 2.903681 -1.3793 0.2704 -0.3684
N 1.827848 8.814929 0.667231 -0.3562 -0.4231 -0.0053
H -2.099162 5.864289 3.345811 0.3401 0.5224 0.7365
H -1.330382 5.855289 1.849021 -0.1356 0.0429 -0.6103
H -2.395942 7.231639 2.258851 -0.1689 -0.0010 -0.0726
H -0.658422 8.336139 1.370041 0.1184 0.1783 -0.2303
H 0.034588 9.277879 2.672171 -0.2637 -0.1571 0.7600
H 1.374388 6.933669 1.257111 -0.3905 -0.1786 0.0190
H 2.545818 8.666429 3.474311 -0.5866 -0.0865 0.5505
H 3.530448 7.548619 2.725791 -0.1512 -0.3565 -1.1010
H 2.061398 6.874179 3.421821 0.3278 0.2932 0.8455
H 1.874038 9.782089 0.954581 0.2478 0.0725 0.1635
H 2.746948 8.472829 0.425741 0.2172 0.5714 -0.3482
C 4.080808 5.802849 -2.956879 0.1772 0.1524 -0.6193
O 3.911768 4.588509 -3.668959 -0.8379 -0.7682 -0.5795
C 2.592298 4.028219 -3.969349 1.0490 0.1108 -0.7998
C 2.574798 3.206849 -5.367669 0.5736 -0.9276 2.5195
C 1.205378 2.469079 -5.512859 0.7992 2.2329 -0.7196
N 3.591778 2.110229 -5.458079 -0.3157 0.5211 0.3239
H 3.879568 6.697179 -3.546599 -0.2438 -0.0222 -0.5299
H 5.154218 5.831849 -2.769659 -0.0988 0.0268 0.4213
H 3.501488 5.963949 -2.047739 -0.0752 -0.6918 0.2958
H 2.322558 3.367699 -3.145299 -0.1708 -0.1538 0.0508
H 1.866108 4.838159 -4.038169 -0.1637 0.0796 -0.0173
H 2.662768 3.979329 -6.131619 0.2886 -0.4101 -0.3055
H 0.531388 3.303959 -5.320969 -0.8486 -0.4619 0.1239
H 0.998248 1.595789 -4.894339 0.3392 0.2115 0.0957
H 1.136308 2.254529 -6.579299 -0.2581 -0.4460 0.1361
H 4.540158 2.321759 -5.182519 0.3107 1.0909 -0.4342
H 3.380228 1.500749 -4.680979 -0.6106 -0.5786 0.0445
C 2.926778 0.844839 4.601411 0.2175 -0.2468 -1.5181
O 3.039848 2.159359 3.955481 -1.0176 -1.4439 2.0128
C 4.102418 2.264659 3.014791 -0.5916 -1.1049 1.3106
C 4.069238 3.696589 2.611871 0.8725 1.6508 -1.9907
C 2.873278 4.051329 1.667281 -0.8255 -0.1437 1.2035
N 5.308578 4.099959 1.884371 -0.0752 -0.3802 0.0846
H 1.990668 0.631769 5.117551 -0.5163 0.8655 -0.6323
H 3.617378 0.459889 5.351741 1.0878 1.2586 0.1902
H 3.077788 0.119479 3.801941 -0.4452 -0.3109 -0.1945
H 4.982688 1.956379 3.578861 0.6781 0.4041 -0.4668
H 3.949418 1.534209 2.220351 -0.0985 0.3310 -0.2988
H 4.167968 4.278659 3.528141 -0.8458 0.0859 0.0676
H 2.908978 3.494129 0.731141 0.1131 -0.4171 0.1951
H 2.708328 5.083269 1.357441 1.0166 0.4519 0.2359
H 1.921878 3.892809 2.175031 -0.1693 -0.7147 0.0030
H 5.251668 3.687969 0.963971 0.1682 -0.5030 -0.3139
H 5.160008 5.074739 1.665691 0.2506 0.4071 0.1752
C 2.304018 -2.667141 2.343521 -0.8606 0.0177 -0.4652
O 3.170488 -2.253101 1.281321 -0.3367 0.3501 0.8219
C 4.520588 -2.484931 1.603111 1.0508 -1.0560 -1.4257
C 5.494058 -1.600101 0.847721 0.0387 0.7537 1.5105
N 5.514628 -0.331181 1.571771 0.3818 2.0810 -2.9172
C 6.473068 0.541499 0.789271 0.7254 1.4276 1.6104
C 6.037158 1.201299 -0.582779 -1.8489 -2.0733 0.4247
O 4.656658 1.557249 -0.391999 0.5034 -0.1826 1.4070
C 3.916768 1.901329 -1.504619 -0.9000 0.7099 -0.7640
H 1.643768 -3.482411 2.047721 0.3450 -0.4224 -0.3347
H 1.566618 -1.892951 2.555601 0.4038 0.4274 0.1965
H 2.819008 -2.966511 3.256351 0.2035 0.1885 -0.0815
H 4.787158 -3.480911 1.249481 -0.1425 -0.6782 0.5347
H 4.709448 -2.360121 2.669341 0.0566 -0.0673 -0.0102
H 5.370168 -1.510941 -0.231539 -0.5763 -0.1308 -0.1363
H 6.542168 -1.868241 0.980661 -0.1332 -1.2389 -0.0144
H 4.674458 0.163189 1.307571 -0.9464 -0.2473 0.4832
H 7.376388 -0.068151 0.810301 0.3228 0.3237 -0.9591
H 6.716548 1.372539 1.451221 -0.0459 0.1791 0.1360
H 6.018948 0.369109 -1.286499 0.2611 0.1017 -0.6905
H 6.529848 2.063229 -1.032709 0.7818 -0.1294 0.5942
H 2.856958 1.958269 -1.256299 -0.1024 -0.6447 0.4669
H 4.011388 1.193739 -2.328309 0.1838 -0.1216 -0.1312
H 4.072348 2.925989 -1.842209 0.8645 0.1208 -0.2945
C -7.799672 -5.706881 3.751031 -0.0022 -0.4119 -0.3983
O -7.085182 -4.806871 2.905761 -0.2318 0.7241 1.2377
C -5.869372 -4.200011 3.450781 0.3739 -1.4240 -2.6042
C -4.801512 -4.735581 2.451031 0.0251 -0.1462 1.3043
N -5.054092 -4.415501 1.045411 0.0957 -0.4828 1.3766
C -4.609612 -5.474861 0.158741 0.0294 1.1890 -0.2892
C -4.760142 -4.935541 -1.242249 -0.1241 -2.0505 -0.7294
O -6.080482 -5.160641 -1.795199 1.1501 0.2052 -1.1948
C -6.062702 -4.913961 -3.233559 -1.7615 1.2794 0.6263
H -8.834432 -5.812201 3.425031 -0.1483 0.8323 -0.0512
H -7.767802 -5.459851 4.812191 0.0469 0.2322 -0.0353
H -7.487812 -6.742961 3.619221 0.8096 -0.1086 0.1360
H -5.639872 -4.546521 4.458431 -0.1399 0.2662 0.0346
H -5.839362 -3.119751 3.308501 -0.8027 0.1857 0.5040
H -4.762182 -5.798881 2.687551 -0.2255 -0.5533 -0.5268
H -3.804562 -4.420401 2.759021 0.2110 0.5308 -0.1374
H -6.047552 -4.315011 0.893621 -0.2647 0.0236 0.1975
H -5.069462 -6.455041 0.284841 -0.5510 -0.0456 0.0233
H -3.545632 -5.678521 0.279411 0.2137 0.3458 0.3046
H -4.056842 -5.590071 -1.757089 0.0810 0.2804 -0.9140
H -4.426582 -3.899011 -1.291679 -0.2015 0.1405 -0.0959
H -7.083642 -4.882551 -3.614079 -0.5005 -0.8668 0.5289
H -5.540432 -5.555811 -3.943039 0.7074 -0.1726 0.7683
H -5.908642 -3.849801 -3.412249 1.2421 0.1156 0.0199
C -3.524302 -1.078721 0.633021 0.0364 0.2460 0.2511
O -2.681172 -0.388211 1.594381 -2.0470 -0.0963 -0.2012
C -2.941452 -0.841031 2.914311 -0.7213 1.2135 0.8758
C -4.025852 0.087829 3.597681 0.3853 -1.9427 -0.7469
N -4.540192 -0.478361 4.846511 0.8608 1.4062 1.2827
C -3.561352 -0.382081 5.955441 -0.1907 -0.8584 0.0594
C -3.977052 -1.211301 7.194231 0.0210 0.0940 -0.7104
O -3.689342 -2.633751 7.055581 -1.2229 2.4316 0.2133
C -2.352142 -2.903271 7.272061 1.0407 -0.7110 -1.2333
H -3.354672 -2.146821 0.768991 0.1923 -0.1304 -0.5947
H -3.296382 -0.662211 -0.348139 0.4372 -0.3918 -0.0431
H -4.607022 -0.967421 0.691451 -0.1272 0.5181 0.8135
H -1.992142 -0.878141 3.448661 0.0251 0.1067 -0.0190
H -3.405802 -1.825771 2.966931 0.2494 -0.3747 -0.4407
H -4.819092 0.070939 2.850301 -0.2828 0.3329 0.1159
H -3.668262 1.113289 3.690731 -0.0498 -0.0870 0.3837
H -4.847892 -1.440341 4.841401 -0.0085 -0.0667 -0.7270
H -3.316572 0.628409 6.282691 -0.7314 0.3851 -0.1861
H -2.579722 -0.732291 5.636311 0.2808 -0.3676 -0.0460
H -5.042632 -1.105161 7.397651 -0.0666 -0.1503 -0.2367
H -3.470512 -0.740631 8.036841 0.2844 -0.4925 0.3352
H -2.138912 -3.150541 8.312001 0.1033 -0.3952 -0.1025
H -1.624782 -2.169001 6.925781 -0.2907 0.9462 0.3472
H -2.147552 -3.636651 6.492051 0.3784 -1.0886 0.8267
```
Forces are in eV/Å.

Calculated values
E_HOMO = -8.30 eV
gap between HOMO and LUMO = 8.70 eV
LUMO = 0.392 eV
SMILES = COC[C@H](C)N.COC[C@H](C)N.COC[C@H](C)N.COC[C@H](C)N.COC[C@H](C)N.COC[C@H](C)N.COC[C@H](C)N.COC[C@H](C)N.COC[C@H](C)N.COCCNCCOC.COCCNCCOC.COCCNCCOC